{"formula": "C3H3N2S2", "method": "ωB97M-V with the def2-TZVPD basis set", "s_squared": 2.016, "e_homo_ev": [-10.6, -14.2], "multiplicity": 3, "total_charge": 1, "e_lumo_ev": [-4.9, -8.9], "homo_lumo_gap_ev": [5.64, 5.32], "e_tot_ev": -27796.232, "elements": ["C", "C", "C", "N", "N", "S", "S", "H", "H", "H"], "positions_angstrom": [[-1.981565, -0.651795, -0.011546], [0.763107, -0.519362, 1.468295], [0.471599, -0.207348, -0.629515], [-0.850629, -0.538409, -0.474655], [0.954752, 0.994136, -0.913234], [0.401821, -0.389787, 2.928760], [-3.410934, -0.813473, 0.542684], [1.265634, -0.912893, -0.807173], [1.949551, 1.174648, -1.161605], [0.436664, 1.864284, -0.942012]], "forces_ev_per_a": [[3.672, 0.525, -1.700], [0.936, -0.580, -1.200], [0.166, -0.126, 1.482], [-1.145, 0.011, 1.024], [0.721, 2.553, -1.025], [-0.716, 0.350, 0.525], [-1.331, -0.207, 0.417], [-0.679, -1.149, -0.079], [-1.255, -0.951, 0.276], [-0.368, -0.426, 0.279]], "lowdin_spin": [0.149, 0.647, 0.189, 0.242, 0.070, 0.170, 0.514, 0.012, 0.004, 0.003]}

---

{"formula": "C3H3N3", "method": "ωB97M-V with the def2-TZVPD basis set", "e_homo_ev": -9.8, "e_lumo_ev": -2.2, "homo_lumo_gap_ev": 7.61, "e_above_lowest_kj_mol": 293.00, "e_tot_ev": -7626.513, "elements": ["N", "C", "C", "N", "C", "N", "H", "H", "H"], "positions_angstrom": [[-0.562910, -0.552251, -0.387062], [0.486297, -0.331366, 0.290819], [1.775178, -0.903562, -0.024282], [2.833448, -1.310499, -0.251647], [-1.040157, 2.277790, 0.355589], [-1.923987, 1.499652, 0.220093], [-1.421910, 0.188294, -0.151485], [-0.522551, -1.177983, -1.187267], [0.412769, 0.380811, 1.118792]], "forces_ev_per_a": [[0.450, -0.279, 0.008], [0.076, -0.002, -0.151], [0.691, -0.347, -0.035], [-1.054, 0.348, 0.193], [-1.232, -0.757, -0.017], [1.293, 0.384, 0.034], [-0.210, 0.644, 0.124], [-0.038, 0.033, 0.077], [0.023, -0.023, -0.233]], "lowdin_charge": [0.187, -0.102, -0.133, 0.202, -0.272, -0.172, 0.026, 0.149, 0.114]}

---

{"formula": "C3H3N3", "method": "ωB97M-V with the def2-TZVPD basis set", "e_homo_ev": -10.2, "e_lumo_ev": -1.6, "homo_lumo_gap_ev": 8.52, "e_above_lowest_kj_mol": 252.51, "e_tot_ev": -7626.933, "elements": ["C", "C", "C", "H", "H", "H", "N", "N", "N"], "positions_angstrom": [[-0.733262, 0.038079, 0.083871], [0.359148, 1.086699, 0.076124], [1.163643, -0.740852, 0.033810], [-2.323613, -0.696758, -0.051220], [0.465255, 2.176214, 0.393963], [2.010545, -1.531349, 0.245734], [-2.024171, 0.229001, -0.075271], [1.469548, 0.543300, -0.183298], [-0.143857, -1.093967, 0.008382]], "forces_ev_per_a": [[-4.507, 5.223, -0.989], [-0.888, 3.954, 0.699], [-0.591, -6.183, -0.483], [-1.512, -2.238, -0.442], [-1.260, -1.287, -0.970], [-1.856, 1.643, -0.765], [3.342, 2.114, 1.191], [1.720, 0.990, 0.837], [5.551, -4.217, 0.922]], "lowdin_charge": [-0.502, -0.046, -0.158, 0.021, 0.143, 0.156, 0.209, 0.082, 0.095]}